Here is one molecule with the formula C5H11NO from the OMol25 dataset. Energies are from wB97M-V/def2-TZVPD.

Results
Max |F|: 0.82 eV Å⁻¹
Total energy: -327.0084 a.u.
SMILES string: C=C(C)N(C)OC
LUMO level: 1.1 eV
ΔE to the lowest compared entry with this formula, charge and spin: 77.18 kcal/mol
M: 101.15 g/mol
Orbital gap: 9.64 eV

Each line ends with the Löwdin charge.
Atoms and positions in Å:
1 C 0.672 1.346 2.010  -0.098
2 C 1.135 0.735 -1.075  -0.049
3 C -0.316 -2.071 -0.654  -0.042
4 N 0.358 0.176 0.018  -0.168
5 C -0.723 -0.646 -0.404  -0.387
6 C -1.973 -0.211 -0.495  0.069
7 O -0.123 1.247 0.849  -0.183
8 H 0.103 1.957 2.712  0.086
9 H 1.634 1.835 1.797  0.079
10 H 0.861 0.356 2.441  0.087
11 H 1.561 -0.067 -1.654  0.078
12 H 0.524 1.363 -1.736  0.095
13 H 1.941 1.339 -0.660  0.084
14 H -1.067 -2.570 -1.274  0.080
15 H 0.651 -2.132 -1.147  0.068
16 H -0.240 -2.593 0.301  0.083
17 H -2.780 -0.875 -0.748  0.059
18 H -2.217 0.813 -0.280  0.059